{
  "formula": "C18H60F6O12P",
  "method": "ωB97M-V/def2-TZVPD",
  "lumo_energy_ev": 2.12,
  "de_lowest_kcal_mol": 66.1,
  "charge": -1,
  "gap_ha": 0.36914,
  "symbols": ["P", "F", "F", "F", "F", "F", "F", "C", "O", "H", "H", "H", "H", "C", "O", "H", "H", "H", "H", "C", "O", "H", "H", "H", "H", "C", "O", "H", "H", "H", "H", "C", "C", "O", "H", "H", "H", "H", "H", "H", "C", "C", "O", "H", "H", "H", "H", "H", "H", "C", "C", "O", "H", "H", "H", "H", "H", "H", "C", "C", "O", "H", "H", "H", "H", "H", "H", "C", "C", "O", "H", "H", "H", "H", "H", "H", "C", "C", "O", "H", "H", "H", "H", "H", "H", "C", "C", "O", "H", "H", "H", "H", "H", "H", "O", "H", "H"],
  "xyz": [[0.016951, -0.383080, 0.066514], [1.024805, 0.460956, -0.837954], [-1.145686, 0.765989, -0.040235], [-0.653689, -0.952951, -1.297742], [-0.827816, -1.351287, 1.049741], [1.168477, -1.570929, -0.121804], [0.774155, 0.292276, 1.392410], [-0.837049, -1.738335, 6.251175], [-1.432755, -0.930160, 5.260199], [0.205595, -1.457354, 6.399733], [-1.300824, -1.665140, 7.234871], [-0.795607, -2.773362, 5.911886], [-1.295059, -1.320590, 4.394068], [-5.845968, -3.083187, 0.174550], [-6.183259, -3.897151, 1.258814], [-4.863691, -2.640557, 0.339769], [-5.817082, -3.604163, -0.782447], [-6.586728, -2.290089, 0.072639], [-6.926318, -4.458657, 1.026082], [2.387219, -6.128889, 1.623078], [1.941827, -7.385591, 1.223185], [3.068620, -5.729223, 0.872050], [1.590010, -5.395268, 1.742893], [2.877030, -6.190121, 2.594905], [2.700106, -7.863569, 0.879441], [3.328520, 3.944944, 0.584495], [4.102797, 5.074932, 0.869319], [3.533372, 3.321273, 1.454640], [2.266396, 4.187622, 0.617681], [3.548582, 3.450374, -0.361589], [3.731364, 5.895822, 0.537984], [7.217230, -2.184284, 2.920424], [5.917350, -1.379021, 2.641876], [5.753238, -1.168852, 1.262105], [7.294413, -2.490121, 3.963789], [8.111417, -1.574371, 2.791818], [7.293515, -3.099907, 2.333972], [5.874562, -0.432262, 3.180308], [5.028459, -1.888232, 3.014272], [4.841551, -0.917701, 1.096725], [3.240256, 5.524007, -4.432031], [2.321068, 4.350113, -4.565990], [1.017479, 4.905641, -4.522720], [4.261778, 5.164675, -4.556369], [3.272348, 6.058506, -3.482617], [3.193599, 6.154246, -5.320124], [2.546588, 3.584907, -3.823229], [2.392650, 3.797951, -5.503055], [0.419085, 4.218668, -4.220079], [2.942945, -1.710106, -6.257494], [2.497569, -1.364140, -4.900725], [2.972204, -2.375149, -4.038674], [2.603740, -2.701671, -6.557212], [4.028224, -1.632947, -6.323200], [2.574287, -0.978598, -6.976585], [1.414611, -1.287735, -4.803380], [2.909008, -0.428461, -4.522154], [2.691465, -2.135949, -3.152361], [0.747877, 5.524295, 5.286978], [-0.042146, 4.243224, 4.980464], [0.605235, 3.023293, 5.266702], [0.055593, 6.362853, 5.211787], [1.615192, 5.752708, 4.667560], [1.074316, 5.557351, 6.326416], [-0.313162, 4.197334, 3.925683], [-0.961667, 4.159290, 5.559716], [-0.001873, 2.346798, 4.957898], [-1.554535, -5.693858, -0.957797], [-2.180162, -7.116667, -0.952968], [-1.923587, -7.644521, 0.294289], [-1.881256, -5.020236, -1.749994], [-0.485922, -5.764142, -1.160842], [-1.649281, -5.035133, -0.094541], [-1.857119, -7.677352, -1.830110], [-3.263174, -7.059630, -1.062214], [-0.977243, -7.674589, 0.452783], [-6.240052, 2.085447, 3.140895], [-5.139253, 2.773289, 2.415447], [-5.496337, 3.187937, 1.137343], [-5.983444, 2.116068, 4.199823], [-6.206091, 1.020120, 2.912804], [-7.212268, 2.577547, 3.114131], [-4.287383, 2.095558, 2.359933], [-4.777877, 3.628296, 2.986832], [-4.757843, 3.565823, 0.654198], [-3.800177, 1.538225, -5.888849], [-3.257636, 1.253008, -4.501801], [-1.885018, 1.546267, -4.491836], [-3.887293, 2.608985, -6.073144], [-4.848612, 1.241465, -5.917743], [-3.166352, 1.190182, -6.704465], [-3.407977, 0.262327, -4.072785], [-3.835095, 1.905027, -3.846434], [-1.447879, 1.127702, -3.746639], [-2.097322, 4.503936, -1.143910], [-1.880310, 3.620569, -0.845908], [-1.777802, 5.077463, -0.447343]],
  "atomic_forces_ev_per_a": [[1.5312, -0.6190, -0.7458], [0.1081, 1.6468, -0.5701], [0.5880, -0.0043, 1.2939], [-0.5305, -0.7775, 0.0708], [-0.0518, 0.6692, -0.5330], [-0.5199, -0.1511, 1.2477], [-1.1176, -0.6552, -0.8510], [0.9777, -0.4070, -0.4496], [-0.5017, 0.4050, 0.3950], [0.2245, 0.2050, 0.0320], [-0.5102, 0.1221, -0.3220], [-0.2748, -0.2268, 0.2924], [0.1044, -0.0219, -0.0226], [-0.1479, 0.6242, -0.5945], [0.0924, -0.6644, 0.6314], [-0.0942, -0.0640, 0.1450], [0.0971, -0.2839, -0.0383], [0.0556, 0.3342, -0.0884], [0.0177, 0.0613, -0.0471], [0.6711, 1.0028, 0.2761], [-0.7907, -0.8768, -0.3199], [0.1758, 0.2601, 0.1405], [-0.3507, -0.3898, -0.2411], [0.2938, 0.0803, 0.0855], [-0.0991, -0.0584, 0.0116], [-0.7025, -0.1298, 0.8386], [0.9662, 1.1004, -0.0797], [-0.1826, -0.6325, -0.4421], [-0.1617, -0.1218, -0.1252], [0.2312, 0.0192, 0.0225], [-0.1742, -0.2605, -0.2189], [-0.4589, 0.5904, 0.3244], [0.0474, -0.6157, 0.5257], [0.4183, 0.0145, -0.5268], [-0.4217, 0.0095, 0.1734], [-0.0614, 0.0656, -0.4905], [-0.1415, 0.2096, -0.2374], [0.5739, 0.2551, 0.1094], [0.0834, -0.5768, 0.1709], [-0.0991, 0.0499, -0.0715], [1.9967, -0.4822, -1.0680], [-0.3909, 0.2533, -0.0354], [-0.4530, -0.4171, 0.5630], [0.3413, -0.3373, 0.2337], [-0.7071, 0.0016, -0.1616], [-0.6583, 0.5265, 0.3406], [-0.3989, 0.1494, 0.5809], [0.5785, 0.2775, -0.4007], [-0.3510, 0.0058, -0.0328], [0.3832, 0.4881, -1.2739], [-0.2961, 0.1996, 1.3668], [0.1138, -0.5787, 0.4079], [0.0814, 0.0072, 0.0627], [0.0833, -0.3544, 0.0448], [-0.2190, -0.0209, -0.1050], [-0.2322, -0.0046, -0.2474], [0.0386, 0.4312, -0.4433], [-0.0109, -0.1464, 0.2674], [-0.4391, -0.3117, 0.5757], [-0.2611, -0.0797, -0.3079], [1.0896, -0.1046, 0.2530], [-0.0889, 0.0481, -0.2508], [-0.1188, -0.4359, -0.2116], [0.1075, -0.2849, 0.0811], [-0.1348, 0.4826, -0.2275], [-0.3247, 0.9556, 0.0606], [0.1764, -0.3341, 0.0158], [0.3500, 0.4302, -1.3022], [-0.3228, 2.7278, -0.2078], [-0.0108, -1.6184, 0.9490], [-0.3798, -0.3275, -0.4548], [0.2312, -0.2014, 0.2017], [-0.3718, -0.7709, 0.5377], [0.5102, -0.3401, 0.1322], [-0.1161, 0.0626, 0.2054], [0.2018, 0.0708, -0.0174], [0.0744, -0.4281, 1.0448], [1.3864, 0.4730, 0.3015], [-1.0320, 0.1294, -1.0746], [0.1681, -0.0034, 0.1967], [-0.7905, 0.0816, -0.3411], [-0.0350, -0.2483, -0.6034], [0.1576, -0.2232, 0.0379], [-0.0748, 0.3026, 0.2317], [0.1830, -0.0852, 0.1554], [-0.3159, 0.3223, 0.0371], [-0.2500, 0.3418, 0.1780], [0.6574, 0.4138, -0.1531], [0.3714, 0.2681, 0.3586], [0.0877, -0.6111, -0.4061], [-0.2865, -0.6078, 0.1026], [-0.2387, -0.3937, -0.6406], [0.1602, 0.3113, 0.4291], [-0.0964, -0.0744, 0.1973], [-0.2656, 0.1557, -0.1298], [0.1551, -0.4267, 0.0382], [0.1219, 0.1471, 0.1367]],
  "lowdin_charge": [0.1924, -0.1871, -0.1904, -0.1966, -0.1679, -0.2236, -0.2066, -0.1768, -0.1171, 0.0686, 0.0736, 0.0757, 0.0754, -0.1821, -0.1170, 0.0837, 0.0725, 0.0712, 0.0716, -0.1805, -0.1209, 0.0811, 0.0826, 0.0721, 0.0745, -0.1691, -0.1322, 0.0828, 0.0748, 0.0748, 0.0682, -0.0809, -0.3253, -0.0773, 0.0604, 0.0633, 0.0680, 0.1022, 0.1032, 0.0856, -0.1019, -0.3328, -0.0780, 0.0659, 0.0762, 0.0734, 0.1085, 0.1068, 0.0783, -0.1046, -0.3564, -0.0775, 0.0797, 0.0764, 0.0735, 0.1129, 0.1117, 0.0820, -0.0794, -0.3285, -0.0846, 0.0651, 0.0686, 0.0668, 0.1047, 0.1052, 0.0790, -0.0833, -0.3338, -0.0719, 0.0626, 0.0639, 0.0742, 0.1017, 0.1024, 0.0756, -0.0915, -0.3700, -0.0644, 0.0710, 0.0762, 0.0782, 0.1133, 0.1037, 0.0782, -0.0944, -0.3372, -0.0748, 0.0675, 0.0694, 0.0723, 0.1129, 0.1025, 0.0808, -0.0508, 0.0223, 0.0256]
}